1.
{"formula": "C46H44IrOP4S", "method": "wB97M-V/def2-TZVPD", "charge": 3, "elements": ["Ir", "O", "S", "C", "C", "C", "C", "C", "C", "P", "C", "C", "C", "C", "C", "C", "C", "C", "C", "C", "C", "C", "C", "C", "C", "C", "C", "C", "P", "C", "C", "C", "C", "C", "C", "C", "C", "C", "C", "C", "C", "H", "H", "H", "H", "H", "H", "H", "H", "H", "H", "H", "H", "H", "H", "H", "H", "H", "H", "H", "H", "H", "H", "H", "H", "H", "H", "H", "H", "C", "P", "C", "C", "C", "C", "C", "C", "C", "P", "C", "C", "H", "H", "H", "H", "H", "H", "H", "H", "H", "H", "H", "H", "H", "H", "H", "H"], "coordinates": [[-0.257, 0.662, -0.311], [2.003, -1.781, 0.514], [1.677, -0.389, 0.791], [3.074, 0.633, 0.471], [4.353, 0.105, 0.499], [5.412, 0.972, 0.245], [5.169, 2.309, -0.052], [3.869, 2.806, -0.104], [2.807, 1.950, 0.162], [1.084, 2.462, 0.162], [0.915, 3.826, -0.997], [0.476, 3.619, -2.305], [0.373, 4.686, -3.184], [0.714, 5.964, -2.763], [1.154, 6.177, -1.462], [1.242, 5.119, -0.572], [0.744, 3.159, 1.763], [-0.490, 3.801, 1.934], [-0.751, 4.494, 3.101], [0.213, 4.543, 4.104], [1.428, 3.888, 3.947], [1.699, 3.190, 2.780], [1.418, -0.121, 2.526], [2.483, -0.037, 3.413], [2.203, 0.186, 4.753], [0.889, 0.331, 5.181], [-0.169, 0.214, 4.284], [0.099, -0.036, 2.946], [-1.177, -0.363, 1.713], [-2.730, 0.171, 2.438], [-3.048, 1.528, 2.404], [-4.187, 1.991, 3.041], [-5.023, 1.095, 3.699], [-4.718, -0.258, 3.723], [-3.573, -0.727, 3.090], [-1.233, -2.153, 1.550], [-0.461, -2.991, 2.351], [-0.587, -4.367, 2.225], [-1.462, -4.907, 1.294], [-2.240, -4.074, 0.496], [-2.126, -2.700, 0.623], [4.513, -0.947, 0.704], [6.427, 0.598, 0.268], [5.999, 2.972, -0.260], [3.692, 3.839, -0.375], [0.213, 2.628, -2.637], [0.027, 4.520, -4.198], [0.638, 6.799, -3.447], [1.423, 7.174, -1.137], [1.558, 5.302, 0.448], [-1.223, 3.793, 1.135], [-1.693, 5.011, 3.227], [0.022, 5.112, 5.005], [2.174, 3.931, 4.731], [2.659, 2.707, 2.655], [3.507, -0.131, 3.075], [3.017, 0.261, 5.463], [0.681, 0.515, 6.227], [-1.192, 0.296, 4.629], [-2.398, 2.219, 1.883], [-4.432, 3.045, 3.024], [-5.920, 1.453, 4.187], [-5.369, -0.953, 4.236], [-3.338, -1.784, 3.118], [0.224, -2.584, 3.084], [-0.010, -5.019, 2.868], [-1.541, -5.981, 1.189], [-2.942, -4.500, -0.209], [-2.752, -2.051, 0.027], [0.992, -1.822, -2.422], [0.867, -0.028, -2.311], [2.524, 0.588, -2.694], [-0.124, 0.503, -3.725], [0.342, 0.356, -5.031], [-0.442, 0.776, -6.096], [-1.688, 1.345, -5.861], [-2.157, 1.490, -4.563], [-1.376, 1.059, -3.493], [-2.015, 1.059, -1.803], [-3.030, 2.531, -1.599], [-3.192, -0.316, -1.836], [1.400, -2.054, -3.407], [0.010, -2.285, -2.318], [1.648, -2.210, -1.646], [2.790, 0.286, -3.708], [3.254, 0.155, -2.014], [2.555, 1.673, -2.625], [1.314, -0.077, -5.232], [-0.076, 0.668, -7.108], [-2.302, 1.670, -6.691], [-3.135, 1.926, -4.406], [-3.751, 2.596, -2.413], [-2.411, 3.428, -1.584], [-3.578, 2.453, -0.658], [-3.920, -0.106, -2.623], [-3.711, -0.403, -0.881], [-2.684, -1.251, -2.074]]}

2.
{"formula": "C46H45FN10O3RbSe", "method": "wB97M-V/def2-TZVPD", "charge": 1, "e_above_lowest_ev": 0.064, "elements": ["Rb", "N", "C", "N", "C", "N", "N", "C", "C", "C", "C", "C", "C", "N", "C", "C", "C", "C", "C", "C", "H", "H", "H", "H", "H", "H", "H", "H", "H", "H", "H", "C", "C", "C", "C", "C", "C", "C", "H", "H", "H", "H", "H", "H", "H", "H", "F", "C", "C", "C", "C", "O", "C", "C", "N", "C", "C", "C", "C", "C", "C", "N", "C", "C", "N", "C", "C", "C", "O", "O", "H", "H", "H", "H", "H", "H", "H", "H", "H", "H", "H", "H", "H", "H", "H", "H", "H", "H", "C", "N", "C", "Se", "N", "C", "C", "C", "C", "C", "C", "H", "H", "H", "H", "H", "H", "H", "H"], "coordinates": [[1.325, 2.749, -0.775], [6.232, 2.325, 0.487], [4.970, 2.466, 0.028], [3.964, 2.869, 0.718], [4.161, 3.174, 2.070], [3.192, 3.456, 2.868], [1.953, 3.523, 2.264], [1.056, 2.865, 2.869], [-0.354, 2.833, 2.422], [-1.296, 2.226, 3.244], [-2.619, 2.189, 2.834], [-2.953, 2.753, 1.616], [-1.940, 3.324, 0.851], [-0.670, 3.363, 1.236], [5.532, 3.148, 2.609], [5.836, 3.546, 3.910], [7.132, 3.479, 4.377], [8.149, 3.007, 3.545], [7.869, 2.612, 2.253], [6.558, 2.688, 1.789], [6.939, 1.948, -0.122], [4.828, 2.205, -1.014], [1.294, 2.298, 3.772], [-0.990, 1.803, 4.192], [-3.375, 1.735, 3.462], [-3.971, 2.753, 1.253], [-2.150, 3.728, -0.131], [5.030, 3.902, 4.537], [7.362, 3.790, 5.387], [9.165, 2.952, 3.911], [8.654, 2.253, 1.600], [0.458, 5.052, -3.983], [1.698, 4.219, -3.814], [1.715, 2.897, -4.250], [2.840, 2.107, -4.080], [3.981, 2.629, -3.487], [3.979, 3.944, -3.043], [2.840, 4.726, -3.197], [0.592, 6.051, -3.568], [-0.387, 4.570, -3.486], [0.204, 5.157, -5.039], [0.823, 2.469, -4.684], [2.818, 1.072, -4.393], [4.858, 2.004, -3.368], [4.860, 4.367, -2.575], [2.844, 5.751, -2.841], [-1.485, -2.669, 4.025], [-1.972, -2.267, 2.827], [-1.248, -1.404, 2.057], [-1.775, -0.937, 0.852], [-0.994, 0.029, 0.058], [0.156, 0.326, 0.403], [-1.644, 0.523, -1.130], [-2.863, 0.054, -1.464], [-3.560, -0.894, -0.757], [-4.833, -1.356, -1.248], [-4.961, -2.792, -1.672], [-4.942, -1.701, -2.700], [-3.046, -1.365, 0.435], [-3.753, -2.277, 1.234], [-3.229, -2.728, 2.428], [-3.998, -3.631, 3.218], [-3.310, -4.638, 4.009], [-4.363, -5.652, 4.496], [-5.590, -5.489, 3.649], [-6.249, -4.160, 3.911], [-5.141, -3.094, 3.936], [-0.868, 1.448, -2.068], [-1.180, 2.656, -2.063], [0.059, 0.876, -2.669], [-0.278, -1.044, 2.374], [-3.362, 0.401, -2.359], [-5.692, -0.890, -0.776], [-5.894, -3.300, -1.472], [-4.073, -3.403, -1.588], [-5.861, -1.444, -3.206], [-4.048, -1.607, -3.301], [-4.718, -2.646, 0.915], [-2.799, -4.232, 4.886], [-2.564, -5.127, 3.382], [-4.674, -5.468, 5.523], [-4.019, -6.680, 4.413], [-6.247, -6.255, 3.791], [-5.290, -5.489, 2.671], [-6.783, -4.239, 4.856], [-6.963, -3.996, 3.107], [-4.881, -2.836, 4.971], [-5.495, -2.189, 3.450], [4.067, -2.184, -4.129], [2.889, -1.993, -3.311], [2.872, -1.456, -2.065], [4.275, -0.796, -1.097], [1.588, -1.489, -1.641], [0.772, -2.034, -2.612], [-0.585, -2.297, -2.660], [-1.077, -2.892, -3.812], [-0.239, -3.219, -4.881], [1.124, -2.965, -4.827], [1.606, -2.371, -3.675], [4.929, -1.856, -3.553], [3.989, -1.592, -5.040], [4.178, -3.237, -4.387], [1.289, -0.956, -0.834], [-1.233, -2.046, -1.830], [-2.134, -3.111, -3.889], [-0.658, -3.679, -5.765], [1.776, -3.215, -5.652]]}

Number 1: electronic energy -101272.7316 eV, frontier orbital gap 5.93 eV, HOMO level -16.102 eV. Number 2: electronic energy -138191.0188 eV, frontier orbital gap 5.47 eV, HOMO level -8.694 eV.